# C26H46BN6O2PS3V

A structure of composition C26H46BN6O2PS3V (ωB97M-V with the def2-TZVPD basis set, the Open Molecules 2025 dataset).

```
86
C26H46BN6O2PS3V | the Open Molecules 2025 dataset | ωB97M-V with the def2-TZVPD basis set
V 0.12130 -0.21146 1.66518
C -5.15424 -1.04403 0.79637
C -5.12262 0.25534 -0.00501
C -6.27453 0.25335 -1.00461
C -5.22366 1.49293 0.88392
N -3.81160 0.33433 -0.77365
C -3.72969 0.57709 -2.12820
C -2.42276 0.65745 -2.45818
N -1.69074 0.46223 -1.30807
B -0.18470 0.50012 -1.10601
N 0.65159 -0.56612 -1.80266
C 0.62041 -1.03040 -3.09982
C 1.64241 -1.89757 -3.24085
N 2.30955 -1.97623 -2.03131
C 1.68158 -1.16792 -1.16073
S 2.08084 -0.87003 0.51911
C 3.51373 -2.89722 -1.88929
C 2.97380 -4.32458 -1.84861
C 4.40707 -2.66951 -3.11027
C 4.32221 -2.59426 -0.63510
N 0.45676 1.88604 -1.13082
C 0.71998 2.65981 -2.23944
C 1.26878 3.81649 -1.80838
N 1.34655 3.76168 -0.43484
C 0.85579 2.57384 -0.03937
S 0.78236 1.99397 1.59410
C 1.94904 4.85342 0.43432
C 0.92891 5.25939 1.49854
C 2.25276 6.05864 -0.44922
C 3.24784 4.32087 1.03613
C -2.55952 0.28188 -0.28645
S -2.13330 0.13535 1.40992
H -6.14998 -1.16807 1.21902
H -4.45386 -1.03417 1.62915
H -4.95963 -1.90458 0.15336
H -7.19862 0.11844 -0.44587
H -6.20534 -0.57066 -1.71614
H -6.36034 1.20052 -1.53737
H -6.18527 1.48055 1.39544
H -5.17346 2.40347 0.28627
H -4.44737 1.52328 1.64829
H -4.59654 0.66992 -2.75378
H -1.96743 0.84347 -3.41503
H -0.10847 0.13204 0.02568
H -0.11988 -0.71796 -3.81482
H 1.94858 -2.46169 -4.10178
H 2.38652 -4.56246 -2.73602
H 2.35722 -4.48361 -0.96090
H 3.80726 -5.02465 -1.80607
H 3.96681 -3.03051 -4.03816
H 5.33172 -3.22577 -2.96692
H 4.66353 -1.61526 -3.21954
H 3.79863 -2.85593 0.28156
H 4.64236 -1.55206 -0.59450
H 5.21992 -3.20942 -0.67281
H 0.50286 2.33343 -3.24184
H 1.59640 4.66856 -2.37254
H -0.04829 5.44536 1.05098
H 1.26146 6.18601 1.96337
H 0.82841 4.52194 2.29168
H 1.36139 6.43530 -0.95279
H 3.03467 5.85268 -1.18064
H 2.62149 6.85566 0.19334
H 3.08041 3.46022 1.68225
H 3.69990 5.10610 1.64094
H 3.95704 4.04821 0.25402
C -1.95563 -3.06983 2.25447
P -0.51895 -2.60862 1.25734
C -0.94553 -3.08322 -0.43975
C 0.76727 -3.75760 1.80507
H -2.03249 -4.15858 2.26806
H -2.86960 -2.65317 1.83752
H -1.82799 -2.71525 3.27731
H -1.33389 -4.10344 -0.42585
H -0.07315 -3.05932 -1.09119
H -1.71605 -2.42168 -0.83653
H 0.42196 -4.77611 1.61816
H 0.92115 -3.63450 2.87789
H 1.70747 -3.58953 1.28568
C 1.45580 -0.05170 5.44677
C 0.61004 -1.04820 4.76542
O 0.10948 -2.06802 4.97323
O 0.35981 -0.51187 3.28254
H 1.51841 -0.30184 6.50352
H 1.03324 0.94190 5.30717
H 2.45069 -0.08267 4.99867
```

Output
F_max = 0.35 eV/Å
charge = +3


# C26H46LuO2P2

A structure of composition C26H46LuO2P2 at a distorted geometry (ωB97M-V with the def2-TZVPD basis set, the Open Molecules 2025 dataset).

```
77
C26H46LuO2P2 | the Open Molecules 2025 dataset | ωB97M-V with the def2-TZVPD basis set
Lu -1.63516 1.00610 -1.03351
C -0.21144 0.27220 1.69414
C 0.44589 0.59293 0.45595
C -0.84948 2.40976 1.08929
C -1.00713 1.37522 2.07648
C 0.16114 1.97101 0.16960
C 0.03315 -0.94256 2.48784
H 1.04185 -1.32391 2.29938
H -0.65822 -1.76156 2.24327
H -0.04205 -0.76585 3.56943
C -1.79572 1.47727 3.33090
H -1.34632 0.89877 4.15426
H -2.82406 1.09105 3.19852
H -1.87926 2.52166 3.68356
C -1.29287 3.83151 1.20719
H -1.36201 4.09802 2.27205
H -2.26993 4.05068 0.73171
H -0.55899 4.51754 0.74165
C 0.99408 2.80799 -0.73746
H 1.93432 3.07134 -0.21907
H 0.50093 3.74641 -1.02324
H 1.26950 2.28100 -1.66280
C 1.66663 -0.11909 0.00908
H 2.48145 0.09263 0.73512
H 2.04138 0.18683 -0.98468
H 1.52215 -1.20216 -0.03961
C 0.37691 -3.53965 -1.82280
C 1.59373 -3.71012 -1.25842
C 2.88180 -3.13885 -1.76818
C 3.16753 -3.23693 -3.30187
C 2.96724 -1.91244 -3.97242
C 1.84962 -1.15710 -3.98531
C 0.59364 -1.41417 -3.24897
C 0.12012 -2.90458 -3.16366
H 3.71880 -3.62643 -1.21595
H 2.62696 -4.07847 -3.76923
H 2.92885 -2.06951 -1.44432
H 0.53414 -3.48974 -3.99639
H -0.55000 -3.91288 -1.34088
H 1.71841 -4.24759 -0.27234
H -0.97566 -2.92864 -3.31761
H 0.60787 -0.97000 -2.23233
H 1.90590 -0.15376 -4.41093
H -0.20763 -0.85043 -3.79852
H 4.23174 -3.50785 -3.43263
H 3.82481 -1.50893 -4.53079
P -1.05841 -1.10619 -5.81491
P -1.19638 1.88821 -5.97358
C -1.44369 -0.44710 -7.52507
C -1.89576 0.99771 -7.49000
H -2.20097 -1.11442 -7.96267
H -0.53780 -0.51978 -8.14411
H -1.55208 1.50276 -8.40833
H -2.99190 1.06362 -7.46003
C -1.71715 3.48783 -6.74578
H -1.24137 4.32313 -6.22699
H -2.80344 3.59392 -6.66124
H -1.44433 3.53095 -7.81028
C 0.51242 1.97733 -6.72136
H 0.46486 2.07330 -7.81833
H 1.12342 1.10188 -6.46806
H 1.00110 2.87302 -6.31515
C -2.57605 -2.12264 -5.63802
H -2.72147 -2.40394 -4.58903
H -2.46804 -3.02111 -6.25620
H -3.43466 -1.52972 -5.97610
C 0.11144 -2.35823 -6.51507
H 0.12054 -2.29387 -7.60702
H -0.18409 -3.37400 -6.24414
H 1.12926 -2.16897 -6.17190
C -3.45543 -1.66082 1.30257
C -2.83446 -0.74018 0.34330
O -2.00861 -1.09309 -0.59578
O -3.13314 0.53239 0.42499
H -3.33395 -2.71850 1.06753
H -4.51004 -1.40094 1.31314
H -3.07606 -1.47051 2.30546
```

Output
F_max = 2.52 eV/Å
charge = +1
relative energy (zero: lowest compared OMol25 entry of this formula, charge and spin) = 196.74 kJ/mol


# C26H46NO7

A cluster of 2 separate species, C26H46NO7 in total at a distorted geometry (ωB97M-V with the def2-TZVPD basis set, the Open Molecules 2025 dataset).

```
80
C26H46NO7 | the Open Molecules 2025 dataset | ωB97M-V with the def2-TZVPD basis set
C 3.54836 0.17490 -0.91332
C 3.15017 0.96592 0.08219
C 2.08792 0.63000 1.10617
C 0.65062 1.03891 0.73439
C 0.23965 2.52503 1.04362
C 1.37156 3.55702 1.04001
C 1.78980 4.06433 -0.35743
C 0.62814 4.27207 -1.35058
C 1.14640 5.14730 -2.52032
C 2.01360 4.34992 -3.47744
O 1.30664 3.25144 -4.00471
C 2.14496 2.22686 -4.48369
C 0.14215 0.85098 -0.72444
O 0.68918 0.82876 -1.74275
O -1.22261 0.69614 -0.60997
C -1.62140 0.49090 0.74275
C -2.82460 -0.45858 0.83676
C -4.05532 0.33466 0.41190
O -4.68682 0.96710 1.18570
N -4.37479 0.23058 -0.98272
C -4.88790 1.50769 -1.48930
C -5.35828 -0.85411 -1.10878
C -0.29865 -0.02950 1.35576
O -0.02058 -1.20887 0.61830
C -0.33198 -2.40532 1.35430
C 0.55240 -3.59650 1.00098
C 1.88570 -3.47184 1.76289
C 0.69680 -3.86889 -0.52506
C 2.02637 -3.35599 -1.10910
C -0.51051 -3.42374 -1.37488
H 3.87358 -0.85033 -0.76110
H 3.61012 0.54495 -1.93647
H 3.66126 1.92276 0.19291
H 2.34011 1.19104 2.01634
H 2.18366 -0.42638 1.36674
H -0.15220 2.50175 2.07218
H -0.59973 2.85244 0.43498
H 2.26688 3.23818 1.57600
H 0.99729 4.43478 1.57937
H 2.24522 5.05271 -0.20919
H 2.54987 3.45506 -0.84658
H 0.31552 3.33431 -1.81130
H -0.20407 4.78999 -0.86591
H 1.69444 6.01307 -2.14211
H 0.27378 5.49526 -3.08598
H 2.95205 4.06120 -2.98278
H 2.31898 4.99067 -4.32419
H 1.61922 1.28144 -4.32858
H 3.08166 2.15155 -3.91762
H 2.38906 2.32017 -5.55072
H -2.02247 1.40238 1.20281
H -2.98777 -0.76126 1.87229
H -2.71487 -1.32666 0.18670
H -4.16530 2.27678 -1.21284
H -4.94038 1.44512 -2.57599
H -5.85416 1.76131 -1.03320
H -6.33268 -0.54613 -0.70097
H -5.03776 -1.72101 -0.52395
H -5.40042 -1.15971 -2.15521
H -0.26754 -0.13804 2.43983
H -0.29718 -2.27247 2.44087
H -1.36462 -2.68899 1.11731
H 0.05325 -4.47335 1.42803
H 2.45054 -2.59759 1.43034
H 2.46701 -4.39174 1.68995
H 1.62516 -3.38444 2.82165
H 0.75548 -4.95891 -0.62935
H 2.03448 -3.56877 -2.18362
H 2.19602 -2.30513 -0.89339
H 2.80945 -3.99318 -0.69283
H -0.57911 -4.06384 -2.25798
H -1.44111 -3.42345 -0.80921
H -0.34171 -2.41071 -1.75602
C -0.90400 -3.99785 5.82994
C -0.10669 -4.84970 4.81806
O -0.78374 -5.59389 4.07187
O 1.13701 -4.69431 4.85515
H -1.97662 -4.17913 5.74289
H -0.59029 -4.24124 6.84740
H -0.71371 -2.93591 5.65232
```

Output
F_max = 3.94 eV/Å
charge = -1
relative energy (zero: lowest compared OMol25 entry of this formula, charge and spin) = 67.49 kJ/mol


# C26H47AsBrCl2F8N3O3S

A structure of composition C26H47AsBrCl2F8N3O3S at a distorted geometry (ωB97M-V with the def2-TZVPD basis set, the Open Molecules 2025 dataset).

```
92
C26H47AsBrCl2F8N3O3S | the Open Molecules 2025 dataset | ωB97M-V with the def2-TZVPD basis set
C 5.16479 5.30798 0.93945
C 4.73085 3.79137 0.48282
C 3.98913 2.92775 1.66407
C 3.19106 1.68037 0.95437
C 1.67538 1.47668 1.62372
C 0.65891 0.59573 0.63732
C 0.37496 1.34791 -0.77669
C -0.10438 2.90513 -0.70462
C -1.59857 3.19303 -1.38300
C -2.33009 4.50706 -0.73296
O -3.73222 4.31101 -0.33365
C -3.95089 4.88554 1.01998
C -0.72140 0.27955 1.53148
Br -1.45971 1.90106 2.46887
N -1.78464 -0.48067 0.70778
C -2.76771 -0.95940 1.74619
S -4.47378 -0.22831 1.69975
C -4.57277 1.44094 0.88265
C -5.99989 1.54871 0.03200
C -1.05497 -1.61911 0.01435
N -1.62200 -2.28233 -1.05699
C -2.97222 -2.03244 -1.66857
Cl -4.40173 -2.80808 -0.70119
C -3.27538 -0.49673 -2.15487
C -2.17281 -0.16506 -3.36599
Cl -4.93874 -0.57430 -3.05161
N 0.31290 -1.98852 0.43116
C 0.52129 -3.23545 1.17821
C 0.05896 -3.25958 2.76116
O -1.34725 -3.74721 2.95359
C -1.78960 -3.40043 4.31539
O -2.20794 -4.32116 5.18697
C 1.34091 -0.92580 0.49002
F 2.22857 -1.23809 1.67429
C 2.30001 -1.11285 -0.82287
C 3.17385 -2.50237 -0.84686
C 4.44227 -2.26321 -1.88311
F 5.47802 -3.30751 -1.67567
H 5.67181 5.35275 2.00309
H 5.95434 5.69538 0.14829
H 4.25148 6.06526 0.87067
H 3.92846 3.91835 -0.38831
H 5.69527 3.21784 0.14451
H 3.24157 3.55867 2.30765
H 4.82136 2.50233 2.38047
H 3.11414 1.89051 -0.20577
H 3.82546 0.69789 1.11882
H 1.29301 2.59597 1.78272
H 1.72963 1.03066 2.72729
H 1.28133 1.33545 -1.54749
H -0.49706 0.75370 -1.33550
H -0.12373 3.39962 0.34929
H 0.64385 3.56828 -1.35836
H -2.20865 2.19773 -1.32531
H -1.44367 3.41641 -2.54412
H -2.33064 5.38393 -1.53776
H -1.74932 4.86786 0.24293
H -3.43217 5.93483 1.14353
H -3.48470 4.17180 1.83230
H -5.10049 4.97256 1.22668
H -0.30922 -0.40004 2.42463
H -2.87490 -2.13771 1.58589
H -2.38363 -0.85620 2.87103
H -3.63524 1.77261 0.26604
H -4.68469 2.24661 1.75692
H -5.79111 1.29307 -1.09051
H -6.39600 2.67086 0.08254
H -6.82882 0.88547 0.53662
H -1.02593 -3.05288 -1.48766
H -2.99176 -2.66489 -2.68511
H -3.28781 0.30699 -1.30886
H -2.16058 0.97723 -3.65995
H -2.44177 -0.86926 -4.28030
H -1.10778 -0.53438 -2.98917
H -0.12341 -4.09494 0.65525
H 1.63407 -3.66972 1.16690
H 0.72928 -4.10479 3.27334
H 0.28977 -2.27641 3.35200
H -1.73101 -2.25756 4.62437
H 1.56615 -1.17250 -1.76301
H 3.03485 -0.23501 -1.04864
H 3.49204 -2.90822 0.20301
H 2.48263 -3.31564 -1.37958
H 4.08733 -2.25915 -3.02252
H 4.91481 -1.21316 -1.64971
F 1.70351 -5.45333 -2.46578
As 2.87117 -6.82994 -2.67229
F 1.73587 -7.92789 -1.77412
F 3.67702 -6.38209 -1.10666
F 4.03861 -8.20657 -2.87905
F 4.00655 -5.73183 -3.57018
F 2.06552 -7.27773 -4.23802
```

Output
F_max = 9.17 eV/Å
charge = 0


# C26H47BClINO6

The ion C26H47BClINO6 with charge +1 at a distorted geometry (ωB97M-V with the def2-TZVPD basis set, the Open Molecules 2025 dataset).

```
83
C26H47BClINO6 | the Open Molecules 2025 dataset | ωB97M-V with the def2-TZVPD basis set
C 0.36615 -0.47233 4.99876
C -0.83338 0.09688 5.26160
C -2.11613 -0.64886 5.29056
O -3.02754 -0.20500 5.88991
O -2.08855 -1.83605 4.65631
C -3.38499 -2.30567 4.26795
C -3.91623 -1.64420 2.98305
C -4.00958 -2.58579 1.76873
C -3.48578 -1.93064 0.46920
C -1.95561 -2.01182 0.45796
C -1.26614 -1.14423 -0.62907
C 0.00598 -0.42337 -0.14926
C -0.22133 0.51575 1.08035
C -1.60322 1.16458 1.17628
C -1.99307 2.07481 -0.00466
C -3.52137 2.33519 0.04486
O -3.96247 2.75507 -1.25753
C -3.89421 4.07581 -1.44647
O -3.33227 4.84194 -0.74913
C 0.55785 0.56701 -1.25299
C 2.10907 0.46395 -1.46972
C 2.77412 1.35177 -0.37724
C 4.21087 1.74809 -0.65878
C 4.77419 2.46393 0.59970
Cl 5.28762 0.32772 -0.99540
C 2.37529 0.86808 -2.92438
C 1.63039 2.10053 -3.47479
C 2.00336 2.18332 -4.98202
I 2.16426 4.00432 -2.62389
N 2.35956 -0.93182 -0.99203
B 2.67962 -2.06907 -1.94899
O 3.83109 -2.78478 -1.71566
O 1.86704 -2.43675 -2.95582
C 2.49496 -2.53738 -4.24501
C 1.26010 -1.35328 -0.02802
C 1.09165 -2.84355 0.22863
H 1.13423 -0.43613 5.77231
H 0.66039 -0.93151 4.05728
H -0.86390 1.15290 5.51160
H -4.11174 -2.24747 5.07485
H -3.26859 -3.37398 4.07684
H -3.35530 -0.73417 2.75835
H -4.93598 -1.32303 3.20747
H -3.51348 -3.54513 1.94361
H -5.05163 -2.84823 1.56951
H -3.90244 -2.45612 -0.39345
H -3.86274 -0.90469 0.47392
H -1.62868 -1.69162 1.45703
H -1.64448 -3.05351 0.36898
H -0.96859 -1.83054 -1.43110
H -1.98811 -0.45293 -1.06282
H 0.50992 1.32461 1.08806
H -0.02492 -0.08791 1.97864
H -2.41897 0.46478 1.34862
H -1.57354 1.81152 2.05970
H -1.81383 1.63994 -0.98902
H -1.50229 3.05123 0.02691
H -3.97942 1.36070 0.20724
H -3.77024 3.03958 0.83505
H -4.40516 4.42684 -2.35374
H 0.33701 1.62580 -1.12316
H 0.02584 0.36427 -2.19498
H 2.16257 2.24386 -0.25477
H 2.76272 0.88199 0.61086
H 4.33919 2.45483 -1.47158
H 5.78387 2.13093 0.82600
H 4.17631 2.22645 1.48411
H 4.75814 3.54800 0.48603
H 2.16715 0.07547 -3.64814
H 3.44419 1.08065 -3.04963
H 0.54777 2.01927 -3.45476
H 3.08410 2.16321 -5.11554
H 1.47737 1.37523 -5.49537
H 1.62591 3.13246 -5.35988
H 3.16984 -0.96896 -0.36770
H 4.59881 -2.21162 -1.89083
H 3.57264 -2.36935 -4.23070
H 2.27717 -3.48554 -4.73031
H 2.06317 -1.76421 -4.88707
H 1.65874 -1.00746 0.93707
H 0.56896 -3.37798 -0.56710
H 2.01332 -3.34649 0.52364
H 0.43342 -2.92010 1.09502
```

Output
F_max = 3.16 eV/Å
charge = +1


In the order shown, the computed Kohn-Sham gap values come out to 6.0, 6.0, 6.7, 6.7, 8.5 eV.